# 1
Molecular formula: C52H58ClN6OPS3Si2W
Method: DFT, ωB97M-V/def2-TZVPD

Orbital gap (alpha / beta) (eV): 6.63 / 6.74

Geometry (Å):
W  -0.001  -0.095  -0.053
Cl  2.473  -1.010  -0.605
S  -2.375  -0.008  0.380
S  -7.034  3.122  -0.611
S  -4.844  1.564  0.583
P  0.695  1.196  -2.174
Si  1.108  -1.718  2.820
Si  -0.471  -2.617  -1.175
O  -0.814  2.227  1.538
N  2.565  3.482  4.327
N  2.686  2.774  1.977
N  1.478  1.238  0.570
N  -3.734  1.240  -1.688
N  -0.056  -0.640  1.933
N  -4.875  1.977  -1.879
C  0.705  -4.802  -2.657
C  0.236  5.787  -2.445
C  -0.395  4.982  -3.376
C  2.459  -2.670  1.916
C  3.224  2.043  -3.083
C  2.022  1.952  1.326
C  -1.145  0.555  5.291
C  -0.750  1.647  2.786
C  -3.794  4.917  0.419
C  2.587  3.114  3.237
C  -1.232  0.623  -4.065
C  1.007  5.209  -1.446
C  -6.109  2.295  -5.864
C  -4.962  1.106  -4.112
C  -5.276  2.125  -3.224
C  -5.993  3.233  -3.646
C  -5.389  1.194  -5.424
C  -2.707  3.679  2.192
C  1.870  -2.726  -3.095
C  -3.580  0.967  -0.445
C  0.472  -3.288  -2.796
C  -3.014  -3.300  0.007
C  -6.399  3.312  -4.969
C  -2.363  -3.167  -1.390
C  -5.618  2.290  -0.783
C  -0.800  -0.006  -6.348
C  -0.763  2.452  3.918
C  -3.674  4.576  1.756
C  0.154  -3.077  3.729
C  4.638  0.137  -1.648
C  2.167  -0.677  3.977
C  5.313  1.054  -2.434
C  -0.334  -3.042  -4.073
C  1.133  3.835  -1.374
C  0.029  -3.844  0.189
C  1.032  0.342  -4.840
C  0.561  0.005  -6.099
C  -0.264  3.600  -3.312
C  2.518  1.126  -2.304
C  4.605  2.005  -3.157
C  0.140  0.656  -3.817
C  -3.160  -2.218  -2.285
C  -1.833  3.127  1.267
C  0.490  3.015  -2.303
C  -0.947  1.920  5.179
C  -1.692  0.304  -5.333
C  -2.950  4.314  -0.502
C  -2.566  -4.576  -1.979
C  -0.964  -0.248  4.181
C  -0.627  0.247  2.912
C  -1.986  3.418  -0.079
C  3.254  0.190  -1.605
H  2.934  -0.158  3.400
H  0.493  -4.057  3.399
H  2.679  2.798  -3.634
H  1.736  3.405  -0.591
H  5.167  -0.606  -1.073
H  0.338  -3.006  4.800
H  2.688  -1.348  4.660
H  1.089  -4.072  0.246
H  0.250  -3.389  -4.932
H  1.505  5.826  -0.714
H  -1.035  -1.310  4.309
H  2.097  0.349  -4.659
H  -3.052  4.517  -1.559
H  -1.376  0.103  6.244
H  -6.444  2.355  -6.888
H  2.591  -2.954  -2.315
H  -4.101  -3.267  -0.098
H  -0.764  2.991  -4.053
H  -2.689  3.405  3.234
H  2.235  -3.199  -4.011
H  -6.952  4.183  -5.291
H  1.414  -5.024  -1.862
H  -1.940  0.851  -3.278
H  -6.222  4.033  -2.959
H  -5.173  0.383  -6.106
H  -0.645  3.519  3.788
H  1.261  -0.249  -6.881
H  -0.194  -5.378  -2.470
H  -2.818  -2.260  -3.316
H  -3.093  -1.187  -1.968
H  -2.736  -2.541  0.728
H  1.139  -5.171  -3.590
H  5.129  2.725  -3.767
H  -1.367  2.899  -0.798
H  -0.992  5.422  -4.162
H  1.864  -1.651  -3.275
H  -2.305  -4.669  -3.030
H  -0.921  -3.044  3.573
H  -2.765  -4.264  0.446
H  -0.956  2.565  6.043
H  -0.485  -4.781  -0.016
H  -1.168  -0.264  -7.331
H  -4.219  -2.493  -2.281
H  -4.554  5.611  0.097
H  -4.427  0.234  -3.760
H  -2.754  0.293  -5.529
H  2.638  -3.531  2.558
H  1.647  0.064  4.574
H  -0.537  -1.990  -4.224
H  -1.281  -3.568  -4.102
H  -3.633  -4.808  -1.895
H  6.392  1.032  -2.472
H  -0.298  -3.498  1.165
H  3.376  -2.089  1.884
H  -2.040  -5.348  -1.422
H  2.268  -3.065  0.933
H  -4.354  4.994  2.483
H  0.131  6.860  -2.497

# 2
Molecular formula: C52H58Ge2N4OSeTeTi
Method: DFT, ωB97M-V/def2-TZVPD

Total charge: +2
Orbital gap (eV): 7.42
Relative energy (zero: lowest compared OMol25 entry of this formula, charge and spin) (eV): 0.000

Geometry (Å):
Te  -0.768  -2.344  -3.582
Se  -1.258  1.402  0.261
Ge  0.706  3.467  3.164
Ge  -1.013  1.793  2.682
Ti  0.505  -0.525  -0.286
O  1.761  0.793  -0.963
N  1.121  -1.091  -1.968
N  1.821  -1.555  0.921
N  4.846  -3.586  2.877
N  -1.072  -1.588  -0.609
C  -2.024  4.048  -0.366
C  0.805  -1.561  4.487
C  -2.041  -4.655  -0.893
C  2.800  -3.615  1.628
C  -2.330  -4.272  -5.266
C  3.866  -1.521  2.155
C  -5.175  1.886  3.408
C  -4.268  3.975  4.178
C  -3.001  3.565  3.784
C  2.520  0.484  -3.245
C  -5.355  3.136  3.989
C  -4.756  -2.911  -5.337
C  -5.783  -4.676  -6.804
C  0.228  5.217  2.448
C  -2.490  -3.058  -4.576
C  -1.179  0.673  -3.364
C  -0.553  -0.040  3.183
C  -0.768  2.272  -5.097
C  2.400  2.858  2.393
C  3.805  1.337  -5.539
C  2.957  1.803  -3.342
C  -0.436  1.245  -5.965
C  -1.149  1.990  -3.791
C  -2.693  -3.319  -1.261
C  3.382  0.017  -5.438
C  1.823  -2.905  0.996
C  -2.808  2.313  3.203
C  3.593  2.229  -4.495
C  -3.710  -2.365  -4.604
C  -0.460  -0.090  -5.560
C  0.381  4.856  -1.499
C  0.267  3.574  -0.976
C  0.087  -2.640  3.992
C  -0.828  -0.345  -4.240
C  -3.910  1.478  3.017
C  -3.943  -1.057  -3.899
C  0.826  3.523  5.117
C  1.804  0.021  -2.057
C  -3.407  -4.767  -5.988
C  -0.116  -1.182  -6.536
C  -0.941  3.178  -0.420
C  -1.621  -2.285  -1.458
C  -0.693  5.734  -1.451
C  0.489  -0.271  4.081
C  2.734  -0.410  -4.293
C  2.848  -0.892  1.501
C  -4.627  -4.103  -6.038
C  -1.040  -5.055  -5.270
C  -1.892  5.331  -0.878
C  3.871  -2.928  2.240
C  -0.943  -2.428  3.085
C  -1.259  -1.138  2.683
H  -0.996  -1.784  -6.778
H  -5.442  -5.248  -7.666
H  -0.738  3.296  -5.443
H  -1.184  -6.013  -5.764
H  1.053  0.561  4.487
H  -3.454  -1.012  -2.924
H  -3.791  0.501  2.566
H  -2.964  3.726  0.067
H  -0.596  6.731  -1.857
H  -6.360  -5.351  -6.169
H  5.624  -3.097  3.285
H  -6.456  -3.893  -7.151
H  1.602  -1.721  5.202
H  -0.821  5.458  2.609
H  0.320  -3.644  4.322
H  4.862  -4.591  2.910
H  2.713  1.909  2.830
H  -1.509  0.442  -2.359
H  -4.404  4.948  4.633
H  -6.343  3.453  4.296
H  4.662  -0.936  2.595
H  2.404  -1.437  -4.188
H  0.430  5.262  1.380
H  3.566  -0.675  -6.249
H  -1.407  -5.025  -1.703
H  -1.512  -3.267  2.703
H  -3.564  -0.219  -4.486
H  4.312  1.671  -6.435
H  -3.292  -3.435  -2.162
H  -2.808  -5.405  -0.706
H  1.264  2.610  5.519
H  0.267  -0.762  -7.464
H  3.173  3.597  2.607
H  2.839  0.186  1.407
H  -5.703  -2.382  -5.364
H  0.994  -3.412  0.518
H  1.318  5.170  -1.941
H  2.322  2.751  1.309
H  0.835  5.971  2.951
H  -2.162  4.232  3.944
H  0.651  -1.852  -6.139
H  -5.009  -0.899  -3.742
H  -2.068  -0.995  1.976
H  1.100  2.888  -1.015
H  -1.426  2.787  -3.114
H  2.748  -4.694  1.655
H  -6.023  1.230  3.265
H  -0.150  1.475  -6.984
H  -0.673  -5.263  -4.263
H  3.930  3.253  -4.582
H  -1.431  -4.553  0.006
H  -3.341  -2.967  -0.457
H  1.459  4.362  5.407
H  2.790  2.484  -2.519
H  -0.154  3.661  5.573
H  -2.731  6.013  -0.836
H  -3.291  -5.701  -6.526
H  -0.249  -4.525  -5.807

# 3
Molecular formula: C52H63BGeN7O6Re
Method: DFT, ωB97M-V/def2-TZVPD

Total charge: +1
Spin multiplicity: 2
<S²>: 0.755
Orbital gap (alpha / beta) (eV): 6.50 / 6.74
Relative energy (zero: lowest compared OMol25 entry of this formula, charge and spin) (eV): 0.000

Geometry (Å):
Re  0.181  1.044  -1.392
Ge  -0.414  -2.331  4.051
O  -1.433  0.686  -0.358
O  0.332  2.765  -0.407
O  -4.046  4.865  3.467
O  -5.768  3.672  2.959
O  1.032  0.375  0.453
O  0.534  2.055  1.876
N  1.479  1.622  -2.926
N  -1.180  0.454  -3.864
N  1.046  -0.917  -2.023
N  0.499  -1.314  -3.218
N  1.273  0.893  -4.076
N  -1.210  1.464  -2.947
N  -4.585  3.935  2.899
C  -3.066  1.517  -4.174
C  -2.426  3.424  1.828
C  2.247  0.638  -6.354
C  2.825  -1.637  6.679
C  -2.545  -0.509  -5.712
C  4.020  -2.951  -0.874
C  1.057  -6.132  1.624
C  2.516  2.476  -3.165
C  3.405  2.969  -0.850
C  -4.784  -3.648  5.285
C  0.671  -1.969  5.615
C  -2.787  3.549  -2.669
C  1.867  -1.929  -1.617
C  -2.216  -2.817  4.559
C  0.813  -1.539  7.995
C  -4.620  -2.550  4.453
C  -4.249  1.868  1.588
C  4.315  4.165  -2.823
C  -3.456  1.070  0.785
C  -3.670  -4.336  5.756
C  2.968  2.250  -4.455
C  -2.351  2.172  -3.171
C  -3.730  3.053  2.074
C  -2.395  -3.925  5.391
C  1.990  4.661  -2.091
C  0.879  -2.558  -3.519
C  0.466  -3.264  -4.768
C  2.066  -1.884  5.541
C  0.856  0.831  1.605
C  -3.341  -2.137  4.093
C  -1.630  2.610  1.041
C  0.279  -3.850  3.050
C  -0.450  -4.282  1.936
C  2.935  -1.919  -0.526
C  3.633  -0.551  -0.496
C  -2.158  1.454  0.484
C  1.791  -5.716  2.728
C  -0.067  -5.413  1.227
C  0.054  -1.787  6.856
C  2.164  1.253  -4.997
C  1.726  -2.985  -2.521
C  -2.295  0.456  -4.599
C  -4.086  3.424  -1.860
C  -3.053  4.410  -3.921
C  0.920  -0.054  2.798
C  2.198  -1.471  7.908
C  -0.447  -0.780  2.860
C  3.046  3.546  -2.226
C  -1.724  4.260  -1.845
C  2.344  -2.336  0.825
C  -0.167  2.910  0.852
C  1.399  -4.585  3.442
B  0.162  -0.195  -4.203
H  4.481  -0.590  0.191
H  2.088  -3.396  0.813
H  -2.037  4.339  2.259
H  5.091  3.413  -2.995
H  4.472  -2.748  -1.849
H  2.978  0.251  -0.176
H  3.787  2.740  -4.958
H  0.322  -1.402  8.952
H  -3.915  2.890  -0.927
H  4.014  -0.303  -1.492
H  1.969  -4.285  4.315
H  3.904  -1.576  6.609
H  3.635  -3.973  -0.870
H  -2.088  5.253  -1.567
H  -1.902  -0.292  -6.568
H  -1.026  -1.842  6.935
H  2.441  5.526  -1.596
H  -0.792  4.378  -2.408
H  2.436  -0.435  -6.290
H  1.757  -0.742  2.692
H  0.815  -2.736  -5.658
H  -3.581  -0.426  -6.036
H  -1.509  3.722  -0.932
H  1.349  -7.026  1.085
H  3.726  3.782  -0.194
H  1.140  4.333  -1.496
H  3.081  -2.176  1.622
H  2.662  -6.279  3.043
H  4.225  2.250  -0.931
H  1.445  -1.780  1.057
H  -3.797  -5.193  6.406
H  1.059  0.551  3.690
H  -0.743  -1.139  1.868
H  2.789  -1.295  8.799
H  -1.531  -4.474  5.756
H  -4.021  1.809  -4.579
H  2.215  -3.943  -2.477
H  -3.226  -1.272  3.443
H  -0.621  -3.349  -4.840
H  0.892  -4.264  -4.774
H  -4.466  4.421  -1.619
H  -2.358  -1.538  -5.403
H  -5.778  -3.973  5.564
H  0.070  3.900  1.229
H  1.322  0.780  -6.914
H  1.637  4.981  -3.075
H  -3.917  4.061  -4.490
H  -3.250  5.438  -3.607
H  4.109  4.682  -3.763
H  2.573  -2.018  4.590
H  3.063  1.097  -6.907
H  -5.266  1.594  1.832
H  -0.648  -5.741  0.372
H  -3.829  0.141  0.368
H  -5.489  -2.013  4.089
H  -1.338  -3.737  1.624
H  -4.858  2.892  -2.422
H  2.552  2.481  -0.377
H  -1.214  -0.078  3.198
H  0.132  -0.618  -5.321
H  4.805  -2.895  -0.117
H  4.709  4.901  -2.120
H  -2.184  4.415  -4.584